136
Properties=species:S:1:pos:R:3:lowdin_charge:R:1 method="wB97M-V/def2-TZVPD" total_energy_ev=-67624.67849 mol_weight_g_mol=738.059 e_homo_ha=-0.306
C -1.4772 0.7476 -1.7628 -0.002
C -2.0843 0.0870 -3.0249 -0.493
C -3.5799 -0.1930 -2.8247 -0.138
C -4.4890 1.0280 -2.9102 -0.160
C -4.2707 1.6961 -4.2891 -0.130
C -2.7811 2.0449 -4.5191 -0.507
N -1.9578 0.8781 -4.2332 -0.100
O -0.6025 1.1011 -4.5835 -0.024
C -2.7058 2.4127 -6.0193 -0.037
C -2.3862 3.2556 -3.6551 -0.016
C -1.4885 -1.3145 -3.2166 -0.024
H -1.3492 -0.0137 -0.9915 0.061
H -2.0681 1.5668 -1.3586 0.059
H -0.4597 1.0791 -1.9852 0.077
H -3.8838 -0.9513 -3.5524 0.119
H -3.7318 -0.6929 -1.8655 0.094
H -4.2305 1.6948 -2.0863 0.086
H -5.5381 0.7469 -2.8214 0.110
H -4.8479 2.6113 -4.4402 0.118
H -4.6589 1.0418 -5.0742 0.119
H -1.7938 2.9675 -6.2486 0.078
H -2.6366 1.4648 -6.5571 0.085
H -3.5674 2.9932 -6.3372 0.081
H -2.6146 4.1841 -4.1785 0.086
H -2.8823 3.2321 -2.6841 0.066
H -1.3151 3.2216 -3.4465 0.068
H -2.0379 -1.7603 -4.0489 0.088
H -1.5880 -2.0187 -2.3893 0.076
H -0.4196 -1.2365 -3.4310 0.064
H -0.4337 0.4509 -5.2740 0.102
C 0.4922 -4.3100 -2.3782 -0.662
O 0.1001 -4.0612 -1.2399 0.008
N 1.3600 -3.5121 -3.0884 0.163
N 0.1996 -5.4946 -2.9769 0.156
H 1.6298 -2.6656 -2.6212 0.072
H 1.6609 -3.7692 -4.0057 0.094
H -0.3759 -6.1512 -2.4888 0.104
H 0.7240 -5.7663 -3.7871 0.093
C 5.7199 0.7929 0.2441 -0.638
O 5.5934 1.3284 -0.8596 0.009
N 4.7154 0.1142 0.8581 0.188
N 6.8458 0.9631 0.9986 0.160
H 4.8225 -0.1310 1.8207 0.095
H 3.9380 -0.2385 0.3295 0.078
H 7.6077 1.4915 0.6174 0.106
H 6.9158 0.6206 1.9346 0.092
C -1.9370 1.2823 4.9753 -0.089
C -1.5704 0.8141 6.3687 -0.312
O -0.1741 0.9956 6.6132 -0.102
H -1.9382 2.3751 4.9117 0.081
H -2.9456 0.9626 4.7087 0.073
H -1.2360 0.8964 4.2394 0.059
H -1.7691 -0.2627 6.4338 0.107
H -2.1612 1.1797 7.2176 0.109
H -0.0171 1.9450 6.5601 0.076
C -1.3933 4.1640 0.4873 -0.072
C -0.7071 3.5858 1.7033 -0.256
O -1.0624 2.2008 1.9199 -0.128
H -0.9954 5.1941 0.4801 0.082
H -2.4684 4.2964 0.5824 0.072
H -1.0511 3.7783 -0.4703 0.057
H -0.7984 4.0725 2.6717 0.120
H 0.3687 3.5657 1.4902 0.084
H -0.4710 1.6616 1.3682 0.049
C -0.0233 -1.2593 1.3173 -0.053
C 1.0935 -0.6538 0.4888 -0.249
O 1.0155 0.7804 0.6866 -0.131
H -0.9734 -1.1648 0.7848 0.058
H -0.1647 -0.8141 2.3009 0.074
H 0.0625 -2.3367 1.4683 0.065
H 1.1409 -0.8088 -0.5898 0.103
H 2.0745 -0.8912 0.9241 0.088
H 1.7059 1.1912 0.1408 0.033
C 1.6668 3.5856 -2.3361 -0.053
C 2.3740 3.3178 -0.9846 -0.245
O 2.8808 1.9755 -1.0028 -0.143
H 1.3707 2.6720 -2.8474 0.058
H 2.4414 4.0052 -2.9871 0.073
H 0.8570 4.3120 -2.2818 0.066
H 1.7494 3.5231 -0.1105 0.088
H 3.1932 4.0218 -0.8089 0.123
H 3.8200 2.0563 -1.2514 0.070
C 2.6858 -5.2040 2.4076 -0.071
C 2.7733 -4.3221 1.1591 -0.304
O 4.1425 -4.1440 0.7930 -0.093
H 2.7431 -6.2428 2.0957 0.072
H 1.7408 -4.9670 2.8978 0.067
H 3.4766 -4.9456 3.1110 0.072
H 2.3421 -3.3257 1.2891 0.087
H 2.2787 -4.8497 0.3379 0.098
H 4.2382 -3.5259 0.0658 0.069
C -3.9626 -2.5350 0.2484 -0.095
C -3.2087 -3.8205 0.1172 -0.322
O -2.4030 -4.0476 1.2706 -0.077
H -4.3422 -2.3552 1.2565 0.084
H -4.8007 -2.4075 -0.4392 0.079
H -3.3376 -1.6557 0.0576 0.040
H -2.5649 -3.8545 -0.7703 0.091
H -3.9174 -4.6545 0.0054 0.109
H -1.8351 -4.7935 1.0533 0.077
C -5.4555 0.9269 0.8890 -0.075
C -3.9875 1.3483 0.9598 -0.321
O -3.6552 1.3926 2.3336 -0.101
H -5.8721 1.1135 -0.1074 0.059
H -6.1418 1.4178 1.5796 0.074
H -5.6133 -0.1414 1.0530 0.058
H -3.8504 2.3111 0.4552 0.096
H -3.3774 0.5686 0.4898 0.085
H -2.6948 1.5738 2.3252 0.029
C 1.6810 -2.1122 4.5604 -0.090
C 1.8377 -3.1249 5.6594 -0.327
O 0.6103 -3.3948 6.3326 -0.074
H 0.9319 -2.4000 3.8272 0.066
H 2.6731 -1.9201 4.1404 0.079
H 1.3477 -1.1571 4.9831 0.057
H 2.6399 -2.9028 6.3755 0.114
H 2.1563 -4.0964 5.2606 0.097
H 0.4581 -2.6480 6.9245 0.081
C 1.9969 1.4776 4.0698 -0.065
C 2.7986 2.3161 3.0752 -0.322
O 2.8424 3.6840 3.4447 -0.073
H 2.4867 1.4847 5.0447 0.081
H 1.8987 0.4476 3.7284 0.048
H 1.0247 1.9615 4.1670 0.064
H 2.4360 2.2390 2.0496 0.081
H 3.8155 1.9018 3.0180 0.095
H 3.4117 3.7705 4.2144 0.081
C 3.8701 -0.1301 -4.7999 -0.072
C 2.7787 -0.6104 -3.8346 -0.311
O 3.1376 -0.3765 -2.4814 -0.087
H 4.0882 0.9388 -4.7149 0.072
H 3.5573 -0.1699 -5.8463 0.072
H 4.7835 -0.6677 -4.5476 0.076
H 2.5458 -1.6583 -3.9686 0.073
H 1.8988 0.0038 -4.0612 0.100
H 2.8649 0.5278 -2.2758 0.040

---

21
Properties=species:S:1:pos:R:3:nbo_charge:R:1 method="wB97M-V/def2-TZVPD" total_energy_ev=-31930.57338 mol_weight_g_mol=305.140 e_homo_ha="-0.325 / -0.259"
C -1.4652 -1.8769 1.0510 -0.271
C -0.0813 -1.9084 0.9437 -0.220
C 3.0463 2.2813 -0.2080 -0.071
C 1.2057 3.4142 -0.0508 0.299
C 1.9421 1.4574 -0.2604 0.184
C -2.0710 -1.1882 0.0411 -0.134
C 0.3531 -1.3198 -0.1907 -0.278
C -3.5674 -0.9217 -0.2759 -0.642
C 1.6418 -1.2486 -0.7296 -0.363
N 0.8168 2.1612 -0.2240 -0.524
O 2.5484 3.5349 -0.0639 -0.396
S -0.9721 -0.8929 -1.2665 0.417
I 3.2812 -1.8098 0.3254 0.199
H -1.8739 -2.3091 1.9332 0.222
H 0.4597 -2.4137 1.7110 0.230
H 4.0947 1.9627 -0.1974 0.229
H 0.5207 4.3047 0.0399 0.209
H -3.5877 0.2208 -0.1880 0.236
H -3.8843 -1.3527 -1.1815 0.224
H -4.1173 -1.4935 0.3781 0.221
H 1.7097 -0.6017 -1.5865 0.230

---

43
Properties=species:S:1:pos:R:3:nbo_charge:R:1 method="wB97M-V/def2-TZVPD" total_charge=+1 total_energy_ev=-46085.29684 mol_weight_g_mol=421.675 e_homo_ha=-0.388
Cd 0.0109 0.7019 1.2632 1.389
P 2.1868 -0.5438 1.1030 0.815
C 2.3407 -0.7699 -0.7188 -0.765
C 1.0922 -1.3713 -1.3294 0.236
N -0.0734 -0.9045 -0.8590 -0.551
C -1.2374 -1.2509 -1.4192 0.228
C -1.2886 -2.1759 -2.4702 -0.237
C -0.0894 -2.6842 -2.9678 -0.127
C 1.1145 -2.2903 -2.3822 -0.239
C -2.5076 -0.6284 -0.8701 -0.751
P -2.1875 0.8824 0.1225 0.806
H 2.0674 -2.6601 -2.7403 0.234
H -2.2530 -2.4573 -2.8946 0.235
H -0.0967 -3.3752 -3.8025 0.239
H -3.2047 -0.3671 -1.6859 0.260
H -3.0288 -1.3455 -0.2106 0.276
H 2.4309 0.3007 -1.0584 0.281
H 3.2536 -1.3490 -0.9516 0.251
H 0.9211 3.0235 -0.6549 0.506
O 1.4881 2.2043 -0.8139 -1.021
H 2.0325 2.4307 -1.5839 0.489
H -0.3700 3.5782 0.7876 0.481
O -0.2693 4.0107 -0.0945 -0.948
H -0.3080 4.9738 0.0789 0.515
C -2.2986 2.1791 -1.1415 -0.966
H -3.3053 2.1659 -1.5803 0.242
H -2.0723 3.1682 -0.7187 0.272
H -1.5510 1.9718 -1.9200 0.257
C -3.6485 1.0385 1.1847 -0.953
H -3.6191 2.0092 1.6986 0.257
H -4.5727 0.9632 0.5953 0.249
H -3.6270 0.2401 1.9411 0.279
C 2.0730 -2.2224 1.7987 -0.953
H 3.0118 -2.7655 1.6013 0.242
H 1.8984 -2.1508 2.8863 0.281
H 1.2289 -2.7675 1.3533 0.264
C 3.8374 0.0067 1.6013 -0.947
H 3.8144 0.2785 2.6646 0.264
H 4.5631 -0.8031 1.4416 0.248
H 4.1231 0.8862 1.0122 0.255
O -0.4435 -1.0986 4.9115 -0.385
N -0.6380 -0.2877 4.0219 0.260
O -0.7985 -0.7445 2.8007 -0.767

---

72
Properties=species:S:1:pos:R:3:lowdin_charge:R:1 method="wB97M-V/def2-TZVPD" smiles=COC[C@H](C)N.COC[C@H](C)N.COC[C@H](C)N.CCO.CO.CO total_energy_ev=-34106.85512 mol_weight_g_mol=377.567 e_homo_ha=-0.337
C -2.0864 0.8524 -3.8594 -0.110
O -0.7147 0.7215 -3.5714 -0.230
C 0.0263 0.3055 -4.7027 -0.218
C 1.4403 -0.0452 -4.2749 -0.450
C 2.1656 1.1059 -3.5894 -0.045
N 2.2606 -0.5098 -5.4087 0.033
H -2.2854 1.4589 -4.7510 0.091
H -2.5536 1.3511 -3.0080 0.088
H -2.5828 -0.1159 -3.9891 0.091
H -0.4319 -0.5274 -5.2522 0.126
H 0.0790 1.1381 -5.4312 0.131
H 1.3672 -0.9073 -3.6016 0.135
H 3.1042 0.7042 -3.2141 0.082
H 1.5903 1.5441 -2.7776 0.058
H 2.3551 1.8393 -4.3771 0.084
H 2.2089 0.1592 -6.1725 0.069
H 1.8738 -1.3756 -5.7700 0.067
C 3.4685 -7.1093 2.3983 -0.104
O 2.3979 -6.1856 2.3378 -0.185
C 2.1234 -5.7380 1.0364 -0.237
C 1.1908 -4.5512 1.1303 -0.427
C 0.4653 -4.2640 -0.1672 -0.060
N 1.9014 -3.3255 1.5700 0.057
H 4.4020 -6.6520 2.0540 0.088
H 3.2736 -7.9953 1.7833 0.088
H 3.5476 -7.4004 3.4423 0.088
H 3.0359 -5.4439 0.4908 0.130
H 1.6821 -6.5515 0.4363 0.129
H 0.4770 -4.7701 1.9285 0.132
H 0.0128 -5.1443 -0.6298 0.079
H 1.1413 -3.8720 -0.9341 0.082
H -0.3174 -3.5338 0.0214 0.050
H 2.7309 -3.2063 0.9937 0.078
H 2.2589 -3.5277 2.5011 0.081
C 0.4470 5.8836 2.6395 -0.113
O -0.8543 5.7856 2.1117 -0.193
C -1.7719 5.1061 2.9537 -0.217
C -2.8104 4.4094 2.0881 -0.446
C -3.7299 3.5972 2.9876 -0.078
N -2.2292 3.5157 1.0914 0.051
H 0.7907 4.9255 3.0412 0.086
H 0.5093 6.6521 3.4188 0.086
H 1.1027 6.1706 1.8178 0.087
H -1.2580 4.3819 3.5966 0.123
H -2.2782 5.8504 3.5843 0.129
H -3.4114 5.1731 1.5903 0.142
H -4.2206 4.1876 3.7666 0.076
H -3.1350 2.8622 3.5454 0.078
H -4.4839 3.0551 2.4224 0.073
H -1.6940 4.0938 0.4429 0.057
H -1.5024 2.9666 1.5512 0.072
C -1.7356 -2.6884 2.6563 -0.082
C -0.6537 -2.4352 3.6835 -0.342
O 0.1841 -1.3374 3.3697 -0.088
H -1.2835 -2.7303 1.6622 0.040
H -2.4657 -1.8790 2.6355 0.076
H -2.2605 -3.6263 2.8423 0.077
H -0.0521 -3.3251 3.9213 0.098
H -1.1076 -2.2054 4.6548 0.110
H 0.5620 -1.5455 2.5029 0.044
C -0.3662 3.6681 -2.3664 -0.171
O -1.2130 4.7778 -2.0994 -0.108
H 0.6141 3.8967 -1.9409 0.086
H -0.6390 2.6725 -2.0140 0.048
H -0.1625 3.5923 -3.4432 0.081
H -1.9427 4.7097 -2.7205 0.074
C 0.3974 -0.0698 -0.5498 -0.154
O 0.4137 1.1958 0.0955 -0.118
H 1.3341 -0.5925 -0.3767 0.079
H -0.4390 -0.6885 -0.1937 0.077
H 0.2065 -0.0003 -1.6211 0.043
H -0.4697 1.5662 0.0100 0.046

---

104
Properties=species:S:1:pos:R:3:mulliken_spin:R:1 method="wB97M-V/def2-TZVPD" total_energy_ev=-271181.41688 mol_weight_g_mol=1111.014 spin_multiplicity=2 e_homo_ha="-0.181 / -0.269"
Ga 0.2727 -1.4196 -0.0804 0.116
O -0.2753 0.0070 2.3016 0.079
C 0.5297 -0.8686 1.8492 0.314
C 1.6590 -1.2883 2.6177 0.135
C 1.6967 -1.1258 4.0169 0.152
C 2.8156 -1.4733 4.7316 -0.078
C 3.9350 -1.9826 4.0737 0.173
C 3.9308 -2.1218 2.6960 -0.106
C 2.7997 -1.8003 1.9574 0.097
P 2.8285 -1.7857 0.1372 0.014
C 4.0103 -0.4069 -0.0670 0.000
C 3.5446 0.8258 0.3915 0.026
C 4.3157 1.9634 0.2601 0.004
C 5.5717 1.8800 -0.3222 0.000
C 6.0463 0.6581 -0.7660 0.002
C 5.2751 -0.4844 -0.6383 0.003
C 3.7378 -3.3063 -0.2733 -0.012
C 3.7178 -4.3818 0.6097 0.009
C 4.4128 -5.5399 0.3172 0.001
C 5.1137 -5.6505 -0.8718 0.000
C 5.0842 -4.6102 -1.7857 -0.001
C 4.3883 -3.4500 -1.4975 0.002
H 0.8239 -0.7218 4.5064 0.029
H 2.8430 -1.3446 5.8038 -0.004
H 4.8198 -2.2441 4.6340 0.015
H 4.8202 -2.4785 2.1918 0.001
H 2.5633 0.8860 0.8529 -0.055
H 3.9332 2.9106 0.6106 0.000
H 6.1850 2.7619 -0.4190 0.000
H 7.0291 0.5870 -1.2098 0.000
H 5.6687 -1.4367 -0.9623 0.000
H 3.1565 -4.3037 1.5307 0.003
H 4.4107 -6.3534 1.0292 0.000
H 5.6685 -6.5499 -1.0913 0.000
H 5.6075 -4.7041 -2.7249 0.000
H 4.3548 -2.6565 -2.2322 0.001
Br -4.4603 -3.0128 -0.0547 0.000
C -3.2168 -2.9737 -1.4874 -0.002
C -3.6212 -3.3429 -2.7635 0.000
C -2.7090 -3.3304 -3.7952 0.000
Br -3.3061 -3.8400 -5.5364 0.000
C -1.3646 -2.9630 -3.5925 0.000
C -0.3609 -2.9257 -4.5822 0.000
C 0.9352 -2.6133 -4.2086 0.000
C 1.2168 -2.2865 -2.8948 0.003
N 0.2747 -2.2262 -1.9547 -0.015
C -0.9901 -2.5884 -2.2827 -0.005
C -1.9195 -2.5547 -1.2134 0.019
O -1.5333 -2.1318 -0.0356 0.033
H -4.6474 -3.6333 -2.9346 0.000
H -0.6030 -3.1398 -5.6130 0.000
H 1.7269 -2.6229 -4.9412 0.000
H 2.2178 -2.0324 -2.5730 -0.002
C 1.4137 0.8907 -2.4909 0.002
C 0.6818 1.3509 -1.2532 0.023
O 0.7342 2.5536 -0.9286 0.005
N -0.0165 0.4803 -0.5401 -0.059
Te -0.8298 1.7623 0.9000 0.080
C -2.4665 1.7746 2.3324 -0.004
C -3.8087 1.4464 2.1720 -0.007
C -4.2436 0.4103 1.1862 0.002
C -4.7607 2.0539 2.9851 0.001
C -4.4080 2.9685 3.9617 0.000
C -5.4344 3.7294 4.7429 0.000
C -3.0561 3.1606 4.2090 0.003
C -2.0800 2.5679 3.4241 -0.001
C -0.6405 2.7536 3.8197 0.005
C -2.0447 2.6280 -0.6537 0.005
C -2.5912 1.9125 -1.7144 -0.004
C -2.6431 0.4186 -1.7505 0.011
C -3.0900 2.5983 -2.8171 -0.001
C -3.0472 3.9780 -2.8985 0.000
C -3.4994 4.6975 -4.1352 0.000
C -2.5421 4.6803 -1.8089 0.001
C -2.0381 4.0255 -0.6986 -0.013
C -1.4272 4.7939 0.4287 0.012
H 1.8971 1.7531 -2.9431 0.001
H 0.7167 0.4536 -3.2043 -0.001
H 2.1748 0.1594 -2.2204 0.000
H -3.4848 -0.3667 1.1050 -0.002
H -4.4185 0.8527 0.2062 0.000
H -5.1736 -0.0551 1.5083 0.000
H -5.8029 1.8069 2.8427 0.000
H -6.4404 3.4223 4.4709 0.000
H -5.3211 4.7937 4.5369 0.000
H -5.3024 3.5826 5.8130 0.000
H -2.7534 3.7906 5.0337 0.000
H -0.5932 3.0183 4.8756 0.000
H -0.1649 3.5544 3.2475 -0.002
H -0.0831 1.8293 3.6631 -0.001
H -2.4157 0.0051 -0.7730 -0.006
H -1.9227 0.0336 -2.4765 0.000
H -3.6298 0.0783 -2.0662 0.000
H -3.4861 2.0168 -3.6395 0.000
H -3.9003 3.9937 -4.8622 0.000
H -2.6572 5.2231 -4.5866 0.000
H -4.2627 5.4385 -3.8979 0.000
H -2.5015 5.7597 -1.8467 0.000
H -1.5230 5.8665 0.2727 0.000
H -0.3671 4.5374 0.4856 -0.001
H -1.9080 4.5225 1.3693 -0.002
N 0.0725 -4.5538 0.9800 0.012
C 0.6193 -3.6237 0.5582 -0.010
H -0.4686 -5.2988 1.3650 -0.001

---

11
Properties=species:S:1:pos:R:3:nbo_charge:R:1 method="wB97M-V/def2-TZVPD" total_energy_ev=-8669.68568 mol_weight_g_mol=87.082 e_homo_ha=-0.325
C -0.8166 -0.6671 0.7929 -0.429
C 0.6402 0.2390 -0.9254 0.582
O 1.1011 -0.7572 -1.6620 -0.643
N 0.4590 1.4966 -1.0983 -0.365
N 0.2549 0.2150 0.3698 -0.313
N -0.0546 1.5615 0.1657 -0.286
H 1.1832 -1.5576 -1.1260 0.496
H 0.5217 2.1883 0.7414 0.347
H -1.7082 -0.5607 0.1641 0.195
H -1.0951 -0.4480 1.8290 0.218
H -0.4857 -1.7098 0.7489 0.199

---

37
Properties=species:S:1:pos:R:3:mulliken_spin:R:1 method="wB97M-V/def2-TZVPD" total_charge=+2 total_energy_ev=-16393.83133 mol_weight_g_mol=313.193 spin_multiplicity=2 e_homo_ha="-0.607 / -0.606"
Cs 1.9047 0.2065 1.2065 0.000
C -2.5888 -1.0221 -0.0621 0.169
C -1.4788 -0.3517 -0.8397 0.037
C -1.4017 -0.6749 -2.3708 0.022
O -1.7056 1.0068 -0.6850 0.660
H -2.6999 -0.5682 0.9227 0.002
H -2.5218 -2.0963 0.1102 0.004
H -3.5589 -0.9874 -0.5581 0.012
H -0.5753 -0.5793 -0.2740 0.108
H -0.5969 -0.1548 -2.8903 0.002
H -2.3426 -0.4566 -2.8759 0.000
H -1.1846 -1.7294 -2.5412 -0.003
H -1.7360 1.3544 -1.5793 -0.015
C -1.8331 -1.0385 4.1294 0.000
C -0.3800 -1.2346 3.5990 0.000
C 0.2247 -2.4654 4.1604 0.000
O -0.3713 -1.2257 2.2252 0.000
H -2.3317 -0.1190 3.8230 0.000
H -1.7145 -0.8511 5.1966 0.000
H -2.3488 -1.9972 4.1844 0.000
H 0.1062 -0.3307 3.9662 0.000
H 1.2260 -2.5376 3.7359 0.000
H -0.3224 -3.2915 3.7060 0.000
H 0.4109 -2.5288 5.2325 0.000
H -1.0493 -1.8454 1.9460 0.000
C 1.5055 3.0244 -2.2996 0.000
C 2.0808 1.7165 -2.8009 -0.001
C 3.3498 1.7245 -3.7001 0.000
O 2.3985 0.9587 -1.6912 0.001
H 0.7697 2.9534 -1.4986 0.000
H 1.0843 3.5011 -3.1848 0.000
H 2.2916 3.6895 -1.9422 0.000
H 1.2664 1.1755 -3.2827 0.000
H 3.2284 2.3895 -4.5553 0.000
H 3.6269 0.7231 -4.0296 0.000
H 4.2622 2.1239 -3.2572 0.000
H 3.0058 1.5382 -1.2254 0.000

---

14
Properties=species:S:1:pos:R:3:nbo_charge:R:1 method="wB97M-V/def2-TZVPD" smiles="C/C([O-])=C/C1=C[NH2+]1" total_energy_ev=-8832.24964 mol_weight_g_mol=97.117 e_homo_ha=-0.285
C -1.9496 0.9829 -1.3333 -0.700
C -1.0836 0.4200 -0.2322 0.539
O -1.4992 0.3967 0.9241 -0.603
C 0.2567 -0.0400 -0.5628 -0.517
C 0.9292 -0.3532 0.5635 0.192
C 1.0019 -0.4587 1.8978 -0.213
N 2.2154 -0.9270 0.9615 -0.616
H -2.9960 0.8606 -1.0486 0.234
H -1.7529 0.5034 -2.2961 0.211
H -1.7430 2.0545 -1.4319 0.232
H 0.6815 -0.0597 -1.5591 0.226
H 0.4965 -1.1809 2.5273 0.223
H 3.0360 -0.3305 0.9707 0.401
H 2.4070 -1.8680 0.6191 0.393